a.
Here is a molecular structure, C8H24Ba2N2O10 from OMol25. Energies are from wB97M-V/def2-TZVPD.

Properties
LUMO energy = -6.7947 eV
Total charge = +2

Structure (XYZ):
```
46
C8H24Ba2N2O10 (wB97M-V/def2-TZVPD)
Ba 3.84296 -1.29147 0.01102
Ba 0.21128 3.34581 3.17626
N 4.07136 1.81194 2.44860
O 5.02698 2.50715 2.74082
O 4.23912 0.68570 1.89676
O 2.89428 2.19483 2.70019
N 0.44579 0.54398 0.34765
O -0.40577 0.43321 -0.52103
O 1.31108 -0.35354 0.56099
O 0.50820 1.57942 1.07025
C -1.21501 3.02271 -4.16106
C -1.15177 1.56948 -4.64632
O -0.03910 0.86990 -4.07246
H -1.23606 3.19614 -3.08220
H -2.05783 3.54215 -4.62028
H -0.30953 3.50499 -4.54069
H -1.01578 1.61994 -5.72504
H -2.08140 1.04124 -4.40674
H -0.07830 1.15685 -3.15160
C 2.46260 -4.45173 3.01792
C 2.63983 -2.94271 3.11718
O 3.85867 -2.54078 2.40607
H 2.46459 -4.81104 1.99621
H 1.52157 -4.68852 3.52827
H 3.18061 -4.94931 3.67099
H 2.70840 -2.57723 4.14095
H 1.81932 -2.39065 2.65217
H 4.57525 -2.50609 3.05159
C -1.11873 -3.59566 -0.71704
C -1.38847 -2.76645 -1.94077
O -0.16255 -2.01821 -2.30727
H -1.00477 -2.94249 0.14535
H -0.31680 -4.32167 -0.85934
H -1.97088 -4.27456 -0.55902
H -2.08863 -1.96267 -1.68774
H -1.76643 -3.30375 -2.80496
H -0.21659 -1.30951 -1.65759
C -3.26180 2.36604 0.22391
C -3.31728 3.20195 1.48318
O -2.11164 4.02227 1.51014
H -2.39170 1.71231 0.29266
H -3.15663 2.97673 -0.66855
H -4.12696 1.70929 0.13957
H -3.36733 2.58073 2.38546
H -4.15685 3.89595 1.55733
H -2.26730 4.90732 1.85823
```

b.
Here is a molecular structure, C8H24Ba2N2O10 from OMol25. Energies are from wB97M-V/def2-TZVPD.

Properties
LUMO energy = -8.9817 eV
Total charge = +2

Structure (XYZ):
```
46
C8H24Ba2N2O10 (wB97M-V/def2-TZVPD)
Ba 13.68108 8.17679 -10.34628
Ba 12.71520 1.08483 -15.28194
N 18.24434 0.98466 -12.85085
O 17.05592 1.03316 -12.61896
O 18.99122 0.80390 -11.93552
O 18.58321 1.04762 -14.00313
N 15.71033 6.03550 -16.45818
O 16.07059 6.87949 -17.25467
O 15.22584 6.27952 -15.36707
O 15.63913 4.88862 -16.77281
C 21.25755 4.51464 -22.05964
C 20.03437 4.69668 -21.12119
O 20.13231 3.64319 -20.17476
H 21.10499 5.28118 -22.81940
H 21.29878 3.57015 -22.60217
H 22.23145 4.80903 -21.66856
H 19.05557 4.57692 -21.58561
H 20.06702 5.66736 -20.62639
H 19.54992 3.92678 -19.46623
C 11.77441 13.06697 -15.77975
C 11.96271 11.54977 -15.76354
O 11.32606 11.04486 -14.64129
H 10.75934 13.36730 -15.51987
H 11.70746 13.36312 -16.82662
H 12.61165 13.63052 -15.36801
H 12.98275 11.16635 -15.73877
H 11.42242 11.12134 -16.60771
H 10.37417 11.12435 -14.73720
C 10.07102 5.59154 -19.50459
C 9.46296 4.21200 -18.93711
O 10.23992 3.08344 -19.17533
H 9.92739 5.73436 -20.57560
H 11.13957 5.71500 -19.32836
H 9.58942 6.40594 -18.96337
H 8.51215 4.02623 -19.43667
H 9.16304 4.32101 -17.89487
H 10.51171 3.18346 -20.09061
C 18.21424 13.25214 -19.50128
C 18.71699 12.38806 -20.67428
O 17.93486 11.20737 -20.70822
H 17.12719 13.26547 -19.58032
H 18.43292 14.30360 -19.68759
H 18.43151 12.92503 -18.48448
H 19.77872 12.18462 -20.53483
H 18.44895 12.83275 -21.63267
H 17.89969 10.73294 -19.87438
```

Relative energies, kcal/mol: a 0.0; b 322.5.

a.
Here is a gas-phase ion, C2FO4 (charge -1) from OMol25. Energies are from wB97M-V/def2-TZVPD.

Properties
LUMO energy = 4.2995 eV
SMILES = O=C([O-])C1(F)OO1
Total charge = -1

Structure (XYZ):
```
7
C2FO4 (wB97M-V/def2-TZVPD)
C 1.08757 -0.13083 0.00031
C -0.48555 0.25715 0.06991
O 1.65961 0.42178 -0.92226
O 1.42935 -0.86170 0.90879
O -1.40540 0.04842 -0.97133
O -1.34797 -0.95490 0.05219
F -0.93761 1.22010 0.86239
```

b.
Here is a gas-phase ion, C2FO4 (charge -1) from OMol25. Energies are from wB97M-V/def2-TZVPD.

Properties
LUMO energy = 4.2869 eV
SMILES = O=C([O-])C1(F)OO1
Total charge = -1

Structure (XYZ):
```
7
C2FO4 (wB97M-V/def2-TZVPD)
C -1.21054 0.01814 0.05060
C 0.57488 -0.08518 -0.03209
O -1.62137 0.99507 0.63991
O -1.75311 -0.90237 -0.52438
O 1.47502 0.71698 -0.71365
O 1.54785 0.64395 0.71317
F 0.98727 -1.38659 -0.13356
```

Relative energies, kcal/mol: a 0.0; b 1.2.

a.
Here is C4H7F2N in the gas phase from OMol25. Energies are from wB97M-V/def2-TZVPD.

Properties
LUMO energy = 0.9186 eV
SMILES = N[C@H]1C[C@H](F)[C@H]1F
Total charge = 0

Structure (XYZ):
```
14
C4H7F2N (wB97M-V/def2-TZVPD)
C -0.24627 0.44525 -0.51163
C -0.86452 -0.18956 0.73601
C 0.52558 -0.32803 1.35686
C 1.10602 -0.05250 -0.02521
H 0.02559 0.12654 -2.47043
H -1.49392 0.65030 -2.06779
H -0.25157 1.54640 -0.38537
H -1.42502 -1.13327 0.51726
H -1.61106 0.38473 1.31197
H 0.80347 -1.29116 1.80288
H 2.05527 0.50352 -0.19743
N -0.74764 0.01654 -1.79090
F 0.75097 0.64558 2.27230
F 1.37313 -1.32434 -0.54851
```

b.
Here is 2 unconnected molecules or ions with the total composition C4H7F2N from OMol25. Energies are from wB97M-V/def2-TZVPD.

Properties
LUMO energy (alpha / beta) = 0.5262 / 0.4839 eV
Total charge = 0

Structure (XYZ):
```
14
C4H7F2N (wB97M-V/def2-TZVPD)
C -1.81596 -0.77437 -0.81755
C -1.32277 0.12146 -0.05467
C -1.44861 1.42778 0.57382
C 1.98590 -0.25605 0.54155
N 2.31950 -1.09203 -0.57384
F 2.70715 0.83629 0.71217
F 1.87203 -0.97068 1.69566
H -1.39506 -1.69664 -0.88216
H -2.69840 -0.68514 -1.28516
H -2.14350 2.15871 -0.06197
H -0.44029 1.85716 0.67176
H -1.82438 1.29803 1.60414
H 2.67130 -0.57869 -1.37105
H 1.53308 -1.64583 -0.75270
```

Relative energies, kcal/mol: a 0.0; b 88.5.

a.
Here is 2 unconnected molecules or ions with the total composition CH5NO2P from OMol25. Energies are from wB97M-V/def2-TZVPD.

Properties
LUMO energy (alpha / beta) = 4.0850 / 4.0849 eV
Total charge = -1

Structure (XYZ):
```
10
CH5NO2P (wB97M-V/def2-TZVPD)
C 0.71696 -1.12152 0.01234
N -1.80249 1.58807 0.16145
O -2.71486 -0.40054 -1.33071
O -2.71247 -0.68923 1.18473
P -2.06659 -0.22537 -0.04458
H 1.22329 -1.47710 -0.91740
H 1.10583 -0.37964 0.67388
H 0.79519 -2.06844 0.56582
H -1.52392 1.91419 1.12044
H -1.47036 2.14980 -0.61717
```

b.
Here is 2 unconnected molecules or ions with the total composition CH5NO2P from OMol25. Energies are from wB97M-V/def2-TZVPD.

Properties
LUMO energy = 4.6617 eV
Total charge = -1

Structure (XYZ):
```
10
CH5NO2P (wB97M-V/def2-TZVPD)
C -0.98221 0.06649 -2.02316
N 0.85560 -1.03862 1.54324
O -0.13611 1.53110 0.14287
O 0.71126 0.14901 2.32477
P -0.70250 1.61725 -1.31338
H 0.53183 0.86122 1.64632
H -1.02474 -0.76748 -1.32586
H -1.09279 -0.23157 -3.02015
H 0.09032 -0.97645 0.93311
H 1.74935 -1.21095 1.09224
```

Relative energies, kcal/mol: a 0.0; b 37.6.

a.
Here is a molecular structure, C28H21F5IrN2O7S from OMol25. Energies are from wB97M-V/def2-TZVPD.

Properties
LUMO energy = 1.1441 eV
Total charge = -1

Structure (XYZ):
```
65
C28H21F5IrN2O7S (wB97M-V/def2-TZVPD)
Ir -1.62527 0.97301 -0.84455
N -2.42683 -0.12974 0.76064
C -3.13476 0.32423 1.87618
C -4.02637 -0.53694 2.52225
C -4.75586 -0.12332 3.61798
C -4.60742 1.17586 4.08751
C -3.71255 2.02006 3.45482
C -2.93511 1.62106 2.35921
C -2.03303 2.62709 1.70018
C -1.63668 3.70474 2.50863
C -1.07822 4.85745 1.99702
C -0.94977 4.96921 0.62255
C -1.23497 3.87640 -0.17786
C -1.68191 2.64110 0.32239
H -2.73188 -1.05891 0.47694
H -1.37831 -0.38817 1.03743
H -4.14301 -1.54028 2.12653
H -5.45335 -0.80413 4.09125
H -5.19426 1.53273 4.92403
H -3.64000 3.04207 3.79993
H -1.78021 3.62837 3.57855
H -0.78144 5.66329 2.65757
H -0.59055 5.88659 0.17102
H -1.09390 3.99207 -1.23567
C 3.55466 -3.46861 -2.12050
C 2.07139 -3.20930 -2.10119
C 1.34511 -3.08534 -3.28004
C -0.01249 -2.79892 -3.26157
C -0.66136 -2.63928 -2.04848
C 0.04012 -2.79111 -0.85770
C 1.39649 -3.07207 -0.89069
S -2.37144 -2.14939 -2.00085
O -2.84502 -2.53965 -0.68676
O -3.02269 -2.74786 -3.13510
O -2.31002 -0.66245 -2.13995
H 3.91185 -3.65366 -3.13330
H 3.81489 -4.33117 -1.50393
H 4.10347 -2.61058 -1.72415
H 1.85412 -3.19966 -4.23058
H -0.57350 -2.68910 -4.18046
H -0.48874 -2.70091 0.08231
H 1.94388 -3.18720 0.03984
O -0.25707 -0.50055 1.42980
C 0.51891 0.04730 0.61643
O 0.18946 0.73132 -0.37922
C 2.00130 -0.17516 0.79296
C 2.86048 0.24726 -0.21342
C 4.22254 0.00823 -0.09576
C 4.66665 -0.64434 1.03439
C 3.83602 -1.06660 2.04903
C 2.47415 -0.82650 1.91893
N 6.14011 -0.91415 1.16696
O 6.85306 -0.55066 0.26351
O 6.51212 -1.47828 2.16796
H 2.45292 0.74252 -1.08464
H 4.92408 0.31287 -0.85810
H 4.24747 -1.56926 2.91127
H 1.77952 -1.14944 2.68152
F 0.29622 2.67548 -2.24320
C -0.81129 1.87857 -2.52953
F -1.70360 2.70827 -3.19277
C -0.23419 0.98538 -3.65721
F 0.49863 1.69914 -4.53573
F 0.58951 0.05353 -3.14101
F -1.18201 0.36753 -4.36361
```

b.
Here is a molecular structure, C28H21F5IrN2O7S from OMol25. Energies are from wB97M-V/def2-TZVPD.

Properties
LUMO energy = 1.8080 eV
Total charge = -1

Structure (XYZ):
```
65
C28H21F5IrN2O7S (wB97M-V/def2-TZVPD)
Ir 1.01765 0.74181 0.40729
N 2.18440 2.34685 0.96048
C 1.79765 3.71135 0.71322
C 2.77586 4.59600 0.28423
C 2.46961 5.92769 0.06995
C 1.16848 6.36005 0.28047
C 0.19576 5.46074 0.68164
C 0.48043 4.11114 0.91748
C -0.63223 3.16954 1.22678
C -1.77184 3.68308 1.85370
C -2.96135 2.98044 1.88348
C -3.03576 1.76931 1.20824
C -1.89478 1.22809 0.64222
C -0.64176 1.85443 0.71365
H 3.05532 2.12435 0.47602
H 2.35890 2.24502 1.95518
H 3.78240 4.23004 0.11610
H 3.23543 6.61361 -0.26728
H 0.90297 7.39500 0.10581
H -0.82754 5.79693 0.77869
H -1.71847 4.65951 2.32123
H -3.82543 3.38733 2.39396
H -3.97419 1.22877 1.15389
H -1.95182 0.26818 0.14998
C 1.08784 -4.95019 -3.86398
C 1.55274 -3.59080 -3.41947
C 0.75132 -2.47109 -3.60390
C 1.12568 -1.23444 -3.10216
C 2.32532 -1.11893 -2.42377
C 3.15281 -2.21800 -2.24774
C 2.76405 -3.44486 -2.75038
S 2.83099 0.42284 -1.74022
O 3.95607 0.88058 -2.50761
O 1.63765 1.31688 -1.73972
O 3.16531 0.16444 -0.30260
H 0.36582 -4.87764 -4.67777
H 0.60423 -5.46507 -3.02990
H 1.92228 -5.56912 -4.19548
H -0.19916 -2.57286 -4.11617
H 0.48670 -0.36910 -3.20751
H 4.08187 -2.11026 -1.70341
H 3.39318 -4.31285 -2.59063
O 0.53363 -3.04888 -0.17071
C -0.24621 -2.11712 -0.08257
O 0.00588 -0.88223 -0.35375
C -1.68345 -2.44189 0.26883
C -2.35338 -1.82183 1.31989
C -3.66067 -2.16944 1.61837
C -4.28655 -3.12763 0.84125
C -3.64759 -3.76141 -0.21035
C -2.33545 -3.41755 -0.48126
N -5.68426 -3.48732 1.14183
O -6.23742 -2.91031 2.05955
O -6.21399 -4.34097 0.45293
H -1.85281 -1.06765 1.90944
H -4.19407 -1.70511 2.43452
H -4.17304 -4.50761 -0.78727
H -1.79561 -3.90816 -1.28091
F 0.70082 -1.35123 2.28099
C 0.84992 0.02590 2.27092
F -0.22409 0.48771 3.02896
C 2.04221 0.22877 3.25033
F 1.98634 -0.58238 4.30723
F 2.05296 1.49990 3.73157
F 3.22245 0.03771 2.64625
```

Relative energies, kcal/mol: a 29.5; b 0.0.

a.
Here is CH2IOP in the gas phase from OMol25. Energies are from wB97M-V/def2-TZVPD.

Properties
LUMO energy = -0.3374 eV
SMILES = O=CPI
Total charge = 0

Structure (XYZ):
```
6
CH2IOP (wB97M-V/def2-TZVPD)
C -0.75570 -0.02956 -0.57270
O -1.87962 0.32708 -0.72490
P 0.52048 0.93598 0.59170
I 2.52415 -0.45991 0.29679
H -0.45283 -0.87788 -1.32075
H 0.04351 0.10429 1.72986
```

b.
Here is CH2IOP in the gas phase from OMol25. Energies are from wB97M-V/def2-TZVPD.

Properties
LUMO energy = -0.8467 eV
SMILES = O=CPI
Total charge = 0

Structure (XYZ):
```
6
CH2IOP (wB97M-V/def2-TZVPD)
C -0.24299 0.44296 -0.34239
O -0.05269 1.59879 -0.23848
P 0.76915 -0.97020 -0.06539
I -0.73529 -1.80512 1.68574
H -1.48991 0.01371 -0.38591
H 1.80875 -0.32997 0.83709
```

Relative energies, kcal/mol: a 0.0; b 11.4.